Entry 1:
Below is a cluster of 9 separate species, C34H38B3N3O27 in total in a non-equilibrium geometry, with properties calculated with ωB97M-V/def2-TZVPD.

Last column: Löwdin charge in e.
Element x y z (Å)
O (-1.764, -1.146, 0.898)  0.116
H (5.293, -2.763, 1.613)  0.099
O (-3.495, -1.837, 4.838)  0.234
C (1.534, -3.078, 1.488)  -0.116
C (2.901, 1.458, 2.530)  -0.129
H (-4.071, 2.357, 0.238)  0.117
N (2.105, -1.935, 1.130)  0.070
C (-1.883, -2.809, -3.437)  -0.150
N (2.789, 1.516, 1.210)  0.073
C (-3.124, -4.075, 5.344)  -0.409
O (-1.348, -0.580, -2.690)  -0.165
H (-0.454, -0.085, -0.282)  0.071
O (0.543, 3.131, -1.002)  0.169
H (-1.717, -2.191, -5.551)  0.107
O (2.805, -1.761, -1.781)  -0.170
H (3.666, 2.277, -0.537)  0.107
O (-1.622, -0.265, 7.962)  0.150
H (-5.095, 1.649, -1.682)  0.107
O (-0.222, 3.960, -2.945)  0.228
C (0.360, 5.112, -6.050)  -0.400
C (2.256, -4.175, 1.931)  -0.076
H (1.066, 0.309, -1.022)  0.085
O (-2.644, 3.670, 2.847)  0.155
H (-2.599, -1.832, -1.613)  0.112
H (4.388, -3.872, -3.325)  0.106
O (1.525, 0.975, -2.733)  0.108
O (0.738, 1.506, 8.150)  0.122
C (-1.093, 4.573, -6.117)  -0.384
C (-2.460, -1.642, 1.735)  -0.374
C (0.455, 3.106, -2.189)  -0.381
C (-1.208, 0.473, 7.121)  -0.384
C (3.917, 2.078, 3.273)  -0.052
H (1.916, -2.747, -3.297)  0.124
H (5.485, 3.420, 0.597)  0.094
H (1.028, -2.823, -1.747)  0.100
O (0.952, 4.453, -5.070)  0.225
C (-3.314, -2.625, 5.894)  -0.381
B (-3.289, -2.590, 3.600)  -0.907
H (4.382, -1.476, -3.095)  0.120
H (5.098, -3.923, -1.684)  0.104
O (-1.894, 4.812, -6.973)  0.145
C (4.222, -2.926, 1.588)  -0.072
H (4.058, 1.995, 4.341)  0.102
O (-4.672, -1.237, 0.773)  0.164
O (-1.802, 0.643, 5.942)  0.226
O (-3.066, -3.998, 4.034)  0.219
H (1.053, -0.614, 0.291)  0.073
H (-4.157, 4.621, -1.510)  0.117
O (0.891, 5.859, -6.813)  0.142
H (-1.358, -3.758, -3.341)  0.101
C (4.892, 2.770, 2.567)  -0.087
B (-1.094, 1.724, 5.219)  -0.865
C (3.437, -1.833, 1.243)  -0.134
C (4.758, 2.871, 1.181)  -0.080
H (-0.896, -2.179, -1.515)  0.085
C (-4.015, -1.696, 1.641)  -0.370
H (-1.170, 0.245, -4.607)  0.116
O (-2.630, 3.448, -0.946)  -0.131
C (0.927, 1.961, -3.084)  -0.401
H (-2.530, 1.607, -0.238)  0.101
C (0.019, 1.414, 7.188)  -0.407
C (2.010, -2.862, -2.209)  -0.171
C (-1.682, -1.877, -2.207)  -0.199
H (-2.972, 2.694, -3.558)  0.092
O (-4.399, -2.461, 2.675)  0.239
H (2.551, -4.927, -2.445)  0.106
H (5.664, 3.325, 3.084)  0.097
H (-0.260, -1.920, -4.564)  0.104
H (-2.779, 4.738, -2.573)  0.111
O (0.546, 2.238, -4.288)  0.233
H (-2.799, -0.274, -4.048)  0.118
C (2.902, -4.070, -1.857)  -0.156
H (1.750, -5.086, 2.225)  0.107
H (4.276, -4.874, 2.447)  0.102
O (-0.776, 1.646, 1.795)  0.127
O (-3.056, -5.041, 6.047)  0.126
H (4.828, -1.692, -1.416)  0.104
O (-2.089, -2.112, 2.898)  0.252
C (4.268, -3.559, -2.285)  -0.164
C (-3.337, 2.264, -0.566)  -0.167
C (-3.814, 2.851, -2.878)  -0.164
O (-0.565, 1.170, 3.953)  0.225
H (-2.942, -2.983, -3.622)  0.106
O (-3.265, -2.379, 7.054)  0.163
C (-2.014, 2.910, 3.523)  -0.397
B (-0.047, 3.601, -4.366)  -0.874
C (3.709, 2.227, 0.544)  -0.132
H (2.149, 0.871, 3.047)  0.110
O (0.032, 2.093, 6.081)  0.242
C (4.142, -2.042, -2.192)  -0.197
O (-1.260, 3.688, -5.152)  0.234
C (-1.732, -0.513, -4.067)  -0.174
H (2.860, -4.483, -0.849)  0.091
C (-4.024, 1.748, -1.865)  -0.140
H (0.463, -3.198, 1.377)  0.115
C (-3.381, 4.024, -2.008)  -0.213
C (3.628, -4.111, 2.040)  -0.074
C (-1.038, 1.876, 2.944)  -0.362
H (0.656, 0.956, 0.493)  0.058
C (-1.352, -1.926, -4.560)  -0.161
H (-3.538, 0.816, -2.146)  0.081
H (-4.590, 3.130, -3.594)  0.111
O (-2.015, 2.815, 4.832)  0.246
H (3.995, -0.983, 0.877)  0.100
N (0.518, 0.172, -0.148)  0.278

Values from the calculation:
- net charge = -2
- HOMO level (eV) = -5.0
- energy (Eh) = -3589.53109
- HOMO-LUMO gap (eV) = 8.3
- LUMO energy (eV) = 3.267
- ΔE to the lowest compared entry with this formula, charge and spin (eV) = 0.0000
- spin multiplicity = 1


Entry 2:
Below is a structure of composition C34H38BNO3S in a non-equilibrium geometry, with properties calculated with ωB97M-V/def2-TZVPD.

Last column: Löwdin charge in e.
Element x y z (Å)
O (-0.611, 1.652, -0.603)  0.109
H (-2.799, -5.899, -0.306)  0.098
C (-4.754, -2.929, 2.173)  -0.080
C (-3.096, -1.176, 1.700)  0.001
C (1.691, 1.625, 0.728)  -0.091
C (1.227, -1.078, -4.099)  -0.170
H (-0.536, 3.338, -4.290)  0.099
C (0.642, -1.249, 4.352)  -0.091
C (0.257, 2.950, -3.628)  -0.009
C (0.077, -1.159, 1.601)  -0.219
H (0.641, -3.261, 1.604)  0.120
C (-4.168, -1.698, 2.454)  -0.077
C (2.592, 2.579, 2.737)  0.005
H (0.349, 1.859, -3.725)  0.080
C (4.171, -0.101, 4.666)  -0.061
H (-0.561, 0.875, 1.977)  0.119
H (3.413, -0.897, 4.678)  0.079
H (0.857, -1.260, 5.415)  0.102
C (0.142, -0.082, 3.754)  -0.070
H (1.211, 3.412, -3.929)  0.102
H (2.578, -0.295, 0.078)  0.047
C (0.024, 3.320, -2.186)  -0.455
B (0.633, 2.212, -0.316)  -0.646
C (0.536, -2.349, 2.201)  -0.015
H (-2.208, -5.468, -1.913)  0.091
H (-0.807, 5.287, -2.553)  0.095
H (0.040, 5.148, -0.967)  0.090
H (-0.698, -3.442, -1.710)  0.143
C (3.584, -0.561, -4.900)  -0.121
H (-2.610, 2.598, -3.162)  0.100
C (-0.235, -1.173, 0.203)  0.078
N (-2.510, -3.823, -0.637)  -0.085
H (1.262, 3.602, 1.369)  0.119
C (-0.157, -0.038, 2.419)  -0.059
H (-1.387, 3.943, 0.214)  0.094
H (-2.958, 1.360, -1.916)  0.093
C (3.297, 0.326, 1.998)  0.009
H (-0.664, -1.108, -2.977)  0.068
H (4.516, 0.122, 5.676)  0.092
C (2.520, 0.494, 0.840)  -0.068
H (-1.632, 1.090, -3.063)  0.081
H (-5.554, -3.322, 2.814)  0.107
C (3.207, 1.327, 2.988)  -0.281
H (-4.766, -4.623, 0.788)  0.108
C (0.051, 4.840, -2.028)  -0.014
H (1.254, -3.265, 3.980)  0.097
C (-2.154, 1.868, -2.468)  -0.007
H (-3.904, -5.173, -1.481)  0.098
H (4.594, -0.601, -4.454)  0.070
H (-4.536, -1.113, 3.301)  0.105
H (3.909, -0.571, 2.174)  0.113
H (0.015, 0.806, 4.373)  0.116
C (-1.438, -3.075, -0.992)  0.036
C (0.382, -0.919, -2.911)  -0.240
C (-3.245, -3.154, 0.364)  -0.177
H (2.670, 3.369, 3.479)  0.118
S (2.547, 0.134, -2.239)  0.999
C (1.131, -0.855, -1.757)  -0.376
C (-2.868, -5.152, -1.107)  -0.021
H (3.560, 0.271, -5.613)  0.070
C (-4.313, -3.670, 1.061)  -0.014
H (-2.539, 4.353, -1.098)  0.094
C (-1.240, 2.600, -1.508)  -0.431
C (-2.041, 3.520, -0.577)  -0.014
H (-2.700, -0.186, 1.928)  0.110
H (-2.809, 2.919, -0.069)  0.094
H (0.644, -0.718, -0.546)  -0.030
C (0.839, -2.371, 3.553)  -0.089
O (1.144, 2.832, -1.428)  0.114
C (1.816, 2.695, 1.619)  -0.059
H (5.006, -0.370, 4.014)  0.088
H (3.469, -1.478, -5.493)  0.073
C (-1.377, -1.906, -0.186)  -0.096
H (0.981, 5.231, -2.467)  0.097
C (-2.597, -1.951, 0.666)  -0.097
O (3.581, 1.151, 4.276)  -0.098
C (2.457, -0.539, -3.914)  -0.567
H (0.954, -1.651, -4.996)  0.106

Values from the calculation:
- net charge = 0
- HOMO level (eV) = -5.9
- energy (Eh) = -2021.71922
- HOMO-LUMO gap (eV) = 5.2
- LUMO energy (eV) = -0.676
- ΔE to the lowest compared entry with this formula, charge and spin (eV) = 4.7863
- spin multiplicity = 1


Entry 3:
Below is a structure of composition C34H38BrHfN7O7S in a non-equilibrium geometry, with properties calculated with ωB97M-V/def2-TZVPD.

Last column: Löwdin charge in e.
Element x y z (Å)
C (-0.536, -2.882, -3.346)  -0.059
H (-1.734, -3.338, 2.677)  0.104
C (1.708, -3.492, 1.126)  -0.080
O (-0.933, -0.534, -0.815)  -0.254
H (-1.061, 3.169, 4.133)  0.064
C (-2.549, 3.376, 1.913)  0.013
N (-1.447, 1.956, 0.362)  -0.009
C (-1.856, -2.811, -2.613)  -0.388
H (3.640, 1.519, 5.912)  0.077
N (0.709, 1.704, 1.754)  -0.072
C (2.950, 1.325, 1.756)  -0.791
C (-1.710, -2.831, -1.114)  -0.117
C (1.957, -2.796, -0.052)  -0.072
C (-0.078, 3.017, 3.694)  -0.008
H (-4.270, 3.190, -0.989)  0.119
Br (3.471, -5.972, -2.308)  0.750
H (-1.964, -5.301, 1.204)  0.114
C (1.417, 4.633, -4.722)  -0.473
C (-1.642, -0.731, 2.075)  -0.353
C (-1.689, -3.197, 1.600)  -0.053
C (3.853, 0.675, 3.933)  -0.254
H (-1.979, -1.820, 3.929)  0.073
C (-2.427, 2.157, -0.541)  -0.099
C (1.096, 3.821, -1.467)  -0.558
H (-1.250, 0.300, -5.077)  0.103
H (2.782, -6.506, 0.509)  0.113
H (0.451, 2.316, -5.719)  0.179
N (1.865, 1.631, 2.426)  0.013
H (-3.211, 0.608, 2.780)  0.064
H (-4.309, 4.337, 1.203)  0.116
H (0.158, -2.077, -3.085)  0.050
O (1.418, 4.629, -5.939)  0.098
C (-3.465, 3.030, -0.266)  -0.040
C (2.780, -4.890, -0.936)  -0.681
H (-3.874, -2.067, -2.731)  0.109
C (-3.078, -0.155, 2.038)  -0.032
H (4.932, 0.982, 2.040)  0.121
H (-0.881, 0.013, 1.834)  0.070
H (-2.372, -3.755, -2.845)  0.125
C (-1.464, 2.549, 1.553)  -0.206
C (-0.205, 2.384, 2.340)  -0.260
N (4.040, 1.052, 2.526)  -0.017
C (2.523, -5.445, 0.317)  -0.184
H (4.856, 2.339, 4.860)  0.073
H (-0.016, -3.822, -3.160)  0.086
H (2.889, 0.148, 3.967)  0.108
H (0.532, 2.362, 4.359)  0.087
H (-0.275, -1.638, 3.503)  0.083
H (4.649, -0.017, 4.191)  0.109
H (-3.346, 0.233, 1.057)  0.068
H (-1.200, -0.297, 4.110)  0.071
C (-1.948, -4.078, -0.550)  -0.053
N (0.519, 2.334, -4.716)  0.204
H (-0.930, -0.402, -3.495)  0.033
H (3.116, 2.595, 4.568)  0.060
C (-1.373, -1.715, -0.290)  -0.236
C (1.019, 3.404, -4.008)  -0.058
H (-2.193, -4.875, -1.206)  0.103
N (0.465, 1.732, -2.625)  0.074
C (-2.834, -1.753, -3.061)  -0.076
H (1.261, -2.977, 1.986)  0.122
C (-1.536, -1.906, 1.084)  -0.132
C (2.489, -3.549, -1.135)  -0.026
O (1.503, 4.992, -1.529)  0.080
O (1.622, -0.828, -1.404)  -0.103
O (1.783, 5.658, -3.971)  0.133
S (3.192, 1.420, 0.051)  0.693
Hf (0.503, 0.956, -0.462)  1.691
O (0.757, 3.148, -0.458)  -0.149
C (0.972, 3.032, -2.704)  -0.100
H (-2.598, -0.813, -2.560)  0.051
N (1.986, -4.764, 1.315)  0.086
H (-0.732, -2.750, -4.410)  0.078
C (-1.252, -1.165, 3.475)  -0.072
H (-2.885, -1.637, -4.143)  0.076
O (1.168, -0.774, 0.711)  -0.106
H (0.267, -0.539, -4.804)  0.111
C (1.591, -1.391, -0.275)  -0.652
H (-2.579, 3.861, 2.899)  0.120
C (0.158, 1.382, -3.851)  -0.316
H (-2.441, 1.633, -1.472)  0.106
H (-3.788, -0.979, 2.270)  0.102
C (3.873, 1.853, 4.884)  -0.099
C (-3.493, 3.671, 0.955)  -0.046
H (0.451, 3.981, 3.599)  0.106
C (-1.842, -4.291, 0.788)  -0.091
H (2.662, -3.078, -2.099)  0.120
H (1.684, 5.393, -2.986)  0.059
C (-0.471, 0.137, -4.324)  0.009

Values from the calculation:
- net charge = 0
- HOMO level (eV) = -8.0
- energy (Eh) = -5248.93176
- HOMO-LUMO gap (eV) = 7.1
- LUMO energy (eV) = -0.874
- ΔE to the lowest compared entry with this formula, charge and spin (eV) = 0.0000
- spin multiplicity = 1


Entry 4:
Below is a structure of composition C34H38CdGeN4O4PS, with properties calculated with ωB97M-V/def2-TZVPD.

Last column: Löwdin charge in e.
Element x y z (Å)
C (-1.063, 2.930, 4.050)  -0.130
H (1.524, 5.515, -2.281)  0.091
H (-1.548, 1.569, 1.670)  0.047
C (1.316, 4.659, -2.913)  -0.106
C (-1.304, 1.208, -0.869)  -0.561
C (-5.271, 3.162, -2.865)  -0.114
C (1.241, 0.224, 3.803)  -0.267
H (-1.973, 0.395, -0.543)  -0.142
C (-5.441, 3.554, -4.186)  -0.124
H (0.818, -0.554, -3.339)  0.078
H (1.968, 2.330, 5.199)  0.134
H (0.474, 2.540, 6.139)  0.126
H (2.360, 3.186, -5.773)  0.091
H (-1.532, 3.216, 4.994)  0.132
H (-3.196, -0.114, -4.764)  0.086
C (8.929, -2.365, -0.958)  -0.063
H (-1.097, -0.408, 4.726)  0.146
C (1.465, -1.991, 1.396)  -0.721
H (5.149, -1.651, 1.687)  0.113
C (-4.094, 2.537, -2.471)  -0.121
H (0.605, 1.589, -5.132)  0.088
H (2.322, 0.266, 3.922)  0.092
H (-6.057, 3.348, -2.141)  0.088
C (2.050, 4.461, -4.075)  -0.117
H (9.642, -2.213, -0.145)  0.076
Ge (-1.392, 1.411, -2.740)  0.708
C (5.888, -0.097, -1.224)  -0.049
O (3.640, 1.629, -0.390)  -0.362
H (-1.307, 0.972, 5.859)  0.133
O (0.351, -1.373, 1.293)  -0.228
H (-2.930, -2.137, -6.133)  0.090
C (-1.210, -0.170, -3.949)  -0.274
C (-2.249, -0.644, -4.747)  -0.116
N (0.349, 3.084, 4.129)  -0.150
O (1.858, -2.618, 2.387)  -0.029
C (7.616, -1.692, -0.657)  -0.286
N (2.550, -0.568, -0.408)  -0.343
C (-0.011, -0.887, -3.958)  -0.139
H (2.830, 5.160, -4.355)  0.089
H (3.307, -2.429, 0.340)  0.092
N (0.565, 0.809, 4.982)  -0.145
Cd (0.622, 0.488, -0.416)  1.241
H (-0.234, 3.899, -1.636)  0.079
H (9.373, -1.972, -1.873)  0.068
C (5.698, -1.407, 0.787)  -0.062
C (7.095, -0.721, -1.506)  -0.046
C (0.325, 3.755, -2.555)  -0.128
P (0.771, 1.068, 2.226)  0.960
H (0.970, -0.829, 3.708)  0.080
H (-2.485, 1.405, 3.895)  0.172
O (3.596, 0.404, 1.739)  -0.371
C (-0.902, -2.483, -5.522)  -0.121
C (-3.069, 2.282, -3.381)  -0.274
H (-0.784, -3.376, -6.125)  0.088
C (-1.057, 0.981, 2.456)  -0.283
C (1.786, 3.354, -4.869)  -0.108
H (5.476, 0.659, -1.880)  0.113
H (7.290, -2.787, 1.159)  0.111
H (1.844, -2.487, -0.637)  0.106
H (2.066, 3.012, 2.891)  0.095
C (0.042, 2.637, -3.342)  -0.287
H (1.090, -2.562, -4.719)  0.094
C (-3.256, 2.690, -4.702)  -0.123
C (-0.839, 0.630, 4.932)  -0.127
C (-4.427, 3.319, -5.106)  -0.111
H (-1.356, -0.063, 2.354)  0.092
C (0.792, 2.453, -4.502)  -0.115
C (0.148, -2.027, -4.734)  -0.104
H (-4.548, 3.629, -6.138)  0.090
C (0.997, 2.805, 2.823)  -0.289
N (-1.471, 1.471, 3.819)  -0.079
H (0.578, 3.486, 2.078)  0.092
H (-1.478, 3.505, 3.223)  0.141
C (0.886, 2.217, 5.177)  -0.176
H (-3.944, 2.247, -1.435)  0.075
H (8.800, -3.442, -1.083)  0.077
C (5.194, -0.442, -0.077)  -0.274
C (6.900, -2.029, 0.489)  -0.045
H (7.642, -0.448, -2.402)  0.105
C (-2.103, -1.788, -5.525)  -0.112
H (-2.469, 2.516, -5.431)  0.099
S (3.641, 0.350, 0.285)  0.476
C (2.362, -1.919, 0.142)  -0.223
H (-6.357, 4.043, -4.498)  0.087

Values from the calculation:
- net charge = -1
- HOMO level (eV) = -3.2
- energy (Eh) = -4822.53702
- HOMO-LUMO gap (eV) = 4.7
- LUMO energy (eV) = 1.533
- ΔE to the lowest compared entry with this formula, charge and spin (eV) = 1.1131
- spin multiplicity = 1